Computed, not measured: an isolated molecule of C3H4O3S, with ωB97M-V/def2-TZVPD.

Last column: Mulliken charge in e.
Cartesian coordinates (Å):
O (0.5657, 2.5411, -0.4775)  -0.502
C (0.2943, 1.4305, -0.7872)  0.479
O (-0.4829, 0.6420, -1.4975)  -0.335
C (0.4547, -0.0228, -0.4689)  0.569
S (1.6725, -1.1551, -1.1676)  -0.179
C (-0.4201, -0.5965, 0.6940)  -0.720
O (-1.1330, 0.4238, 1.4534)  -0.494
H (0.7962, -2.1183, -0.7235)  0.156
H (0.1720, -1.2320, 1.2263)  0.408
H (-1.3423, -1.1180, 0.1652)  0.296
H (-0.5772, 1.2053, 1.5833)  0.322

Cartesian forces (eV/Å) of the 3 atoms listed first:
O -0.421 0.068 -0.734
C 0.711 -1.632 1.126
O 0.023 0.867 -0.263

Computed properties:
Molecular weight ... 120.1 g/mol
Lowest unoccupied orbital energy ... 0.5 eV
Structure (SMILES) ... O=C1O[C@]1(S)CO
Total energy ... -20151.2084 eV
Orbital gap ... 10.74 eV
Energy above the lowest of the compared OMol25 structures with the same formula, charge and spin ... 73.0 kcal per mole
HOMO energy ... -10.3 eV

Computed, not measured: a 2-piece molecular cluster, C6H11F3O7S2 overall, with ωB97M-V/def2-TZVPD.

Last column: Mulliken charge in e.
Cartesian coordinates (Å):
O (0.7794, -0.1598, 4.4329)  -0.490
S (0.5712, 0.4801, 3.1932)  0.739
O (1.9150, 1.4413, 3.0331)  -0.371
C (2.2426, 1.7155, 1.6820)  0.097
O (3.3341, 2.6273, 1.6221)  -0.351
C (3.9452, 2.5413, 0.4235)  0.909
F (4.6233, 3.6385, 0.2151)  -0.257
F (4.7876, 1.5166, 0.3892)  -0.250
F (3.1074, 2.3893, -0.6016)  -0.248
O (0.7477, -0.7450, 2.0815)  -0.318
C (0.0519, -0.4967, 0.8699)  -0.382
S (0.9827, -1.3611, -0.4382)  0.925
O (2.3663, -1.2426, -0.1088)  -0.615
O (0.6218, -0.8555, -1.7229)  -0.585
H (1.3794, 2.1942, 1.1945)  0.198
H (2.5035, 0.7653, 1.1978)  0.182
H (-0.9712, -0.8851, 0.8771)  0.457
H (0.0058, 0.5647, 0.5999)  0.220
H (0.6596, -2.6822, -0.2644)  0.162
C (-3.6824, -2.3916, -2.0260)  -1.186
C (-3.1931, -1.1813, -1.2749)  0.921
O (-2.8543, -1.2542, -0.1122)  -0.592
C (-3.1411, 0.1221, -2.0274)  -1.136
H (-3.6681, -3.2571, -1.3661)  0.307
H (-4.7048, -2.2285, -2.3699)  0.354
H (-3.0311, -2.5878, -2.8791)  0.337
H (-4.1403, 0.3939, -2.3713)  0.398
H (-2.4663, 0.0323, -2.8800)  0.317
H (-2.7717, 0.9061, -1.3689)  0.256

Cartesian forces (eV/Å) of the 3 atoms listed first:
O 0.255 -0.548 1.206
S -0.650 0.915 -0.636
O 0.389 -0.529 -0.497

Computed properties:
Molecular weight ... 316.3 g/mol
Lowest unoccupied orbital energy ... 0.3 eV
Total energy ... -50553.3301 eV
Orbital gap ... 10.67 eV
HOMO energy ... -10.4 eV

Computed, not measured: C3H3O2 as an isolated structure, with ωB97M-V/def2-TZVPD.

Last column: Mulliken charge in e.
Cartesian coordinates (Å):
C (0.5530, 0.8171, 0.4328)  -0.090
C (-0.2692, -0.7942, 1.1627)  0.057
C (-0.0485, -0.2535, -0.1831)  0.517
O (0.4207, 0.1965, 1.7828)  -0.186
O (-0.3897, -0.7136, -1.3371)  -0.439
H (0.9361, 1.8124, 0.2910)  0.375
H (-0.8251, -1.5745, 1.6748)  0.386
H (-0.1327, -0.1859, -2.1124)  0.380

Cartesian forces (eV/Å) of the 3 atoms listed first:
C -0.449 -0.894 -0.601
C 1.368 2.446 -0.131
C 0.404 0.438 1.100

Computed properties:
Molecular weight ... 71.1 g/mol
Lowest unoccupied orbital energy (spin up / spin down) ... -7.7 / -7.7 eV
Total charge ... +1
Total energy ... -7242.4062 eV
Orbital gap (spin up / spin down) ... 7.56 / 7.71 eV
Energy above the lowest of the compared OMol25 structures with the same formula, charge and spin ... 74.7 kcal per mole
HOMO energy (spin up / spin down) ... -15.3 / -15.4 eV

Computed, not measured: a 13-piece molecular cluster, C21H68N10O21 overall, with ωB97M-V/def2-TZVPD.

Last column: Mulliken charge in e.
Cartesian coordinates (Å):
C (-1.9071, -5.3528, -4.4167)  -0.436
C (-2.2921, -4.1016, -3.6140)  -0.262
O (-1.1240, -3.4049, -3.1156)  -0.167
O (-2.9051, -6.3588, -4.2770)  -0.535
H (-0.9964, -5.6937, -3.8786)  0.193
H (-1.5858, -5.1298, -5.3993)  0.341
H (-2.8707, -4.5643, -2.7796)  0.202
H (-2.7859, -3.2616, -4.0949)  0.335
H (-0.5626, -3.9748, -2.5576)  0.126
H (-2.6137, -7.0987, -4.8905)  0.316
C (-0.2027, 4.2349, 1.9679)  -0.227
C (1.2551, 4.3086, 2.3863)  -0.478
O (1.9851, 5.1522, 1.4909)  -0.553
O (-0.1559, 3.6773, 0.6355)  0.529
H (-0.7417, 5.2069, 1.9214)  0.380
H (-0.8367, 3.5956, 2.5887)  0.172
H (1.7042, 3.3285, 2.3606)  -0.103
H (1.2824, 4.6363, 3.4369)  0.420
H (1.7154, 6.0489, 1.6746)  0.321
H (-0.4692, 4.3944, -0.0018)  0.122
C (5.1570, 0.4190, 2.8319)  -0.459
C (5.0243, -0.9825, 2.2737)  0.091
O (4.3853, -1.7492, 3.1780)  -0.622
O (3.8617, 0.9920, 3.1137)  -0.376
H (5.6998, 1.0026, 2.0718)  0.182
H (5.6978, 0.3465, 3.8176)  0.441
H (5.9997, -1.4035, 2.0002)  0.382
H (4.5217, -1.0389, 1.2800)  -0.176
H (3.6635, -2.2315, 2.7314)  0.381
H (3.8305, 1.2640, 4.0541)  0.223
C (-1.7921, -4.0391, 2.3025)  -0.108
C (-1.3934, -5.3312, 1.6517)  -0.712
O (-1.3000, -5.2019, 0.2303)  -0.486
O (-0.6791, -3.1191, 2.1663)  -0.370
H (-2.0226, -4.2316, 3.3607)  0.370
H (-2.7342, -3.7028, 1.8553)  0.118
H (-2.2672, -5.9742, 1.8030)  0.391
H (-0.4656, -5.7465, 2.1056)  0.233
H (-0.4862, -4.6997, -0.0004)  0.406
H (-0.8699, -2.1940, 2.3294)  0.150
C (-0.2120, 5.3657, -2.3588)  -0.812
C (1.0108, 4.4805, -2.3087)  -0.112
O (1.8326, 4.5904, -1.2103)  -0.888
O (-1.2185, 5.0251, -1.3248)  -0.645
H (-0.7212, 5.2592, -3.3290)  0.391
H (-0.0259, 6.3931, -2.1114)  0.352
H (1.5328, 4.7085, -3.1970)  0.676
H (0.6902, 3.4243, -2.4078)  -0.022
H (1.3627, 4.4502, -0.3390)  0.318
H (-1.7470, 4.2434, -1.5591)  0.400
C (4.4992, 1.3895, -0.2591)  0.157
C (4.8964, 2.2818, -1.4175)  -1.094
O (3.7255, 2.7062, -2.1551)  -0.396
O (3.8798, 0.1176, -0.6556)  -0.362
H (3.8326, 1.9236, 0.3667)  0.209
H (5.4209, 1.0695, 0.1594)  0.276
H (5.5917, 1.7917, -2.0634)  0.409
H (5.4959, 3.1685, -1.0462)  0.361
H (3.2810, 3.4122, -1.6090)  0.311
H (3.1079, 0.2338, -1.2366)  0.043
C (2.2802, -3.7410, -0.9094)  0.039
C (2.6420, -4.2213, 0.4892)  -0.684
O (2.3507, -3.2026, 1.4744)  -0.380
O (0.8278, -3.7829, -1.0577)  -0.585
H (2.6320, -4.4427, -1.7079)  0.302
H (2.5759, -2.6572, -0.9592)  -0.015
H (3.6970, -4.4064, 0.5394)  0.447
H (2.2296, -5.2199, 0.7509)  0.264
H (1.4448, -3.3444, 1.7932)  0.157
H (0.5113, -2.9433, -0.8293)  0.144
C (1.1706, -0.2432, 1.2240)  2.402
C (0.6868, 0.7556, 0.2064)  0.731
O (-0.6644, 1.0391, 0.3460)  1.332
O (1.0471, 0.2109, 2.5201)  -0.419
H (2.1831, -0.5988, 1.0481)  -0.006
H (0.5458, -1.1215, 1.1995)  -1.939
H (0.8596, 0.4723, -0.8345)  -0.686
H (1.3368, 1.6473, 0.3539)  -0.438
H (-0.8535, 2.0265, 0.4237)  -0.524
H (1.9532, 0.3106, 2.8216)  0.284
C (1.4224, -0.4664, -3.5872)  0.455
O (1.7820, -0.8347, -2.4473)  -0.397
N (1.8995, 0.7109, -4.1308)  -0.408
N (0.4284, -0.9592, -4.3072)  -0.254
H (1.5416, 1.1174, -4.9867)  0.165
H (2.6510, 1.0715, -3.5261)  0.118
H (0.1626, -0.5052, -5.1609)  0.194
H (-0.1351, -1.7198, -3.9396)  0.112
C (-3.7917, 3.3613, 2.4295)  0.502
O (-3.1596, 4.3783, 2.5550)  -0.648
N (-3.8992, 2.8187, 1.2145)  -0.227
N (-4.5790, 2.8189, 3.3383)  -0.402
H (-4.2584, 1.9382, 0.8983)  0.280
H (-3.1699, 3.1407, 0.6043)  -0.041
H (-4.5189, 3.2297, 4.2770)  0.243
H (-4.9303, 1.8897, 3.2678)  0.204
C (-3.6065, -1.1941, -0.5967)  0.223
O (-3.6325, -1.6057, -1.7404)  -0.730
N (-2.4847, -1.0562, 0.1241)  0.843
N (-4.7879, -0.8922, 0.0820)  -0.380
H (-1.7543, -0.6468, -0.3857)  -0.332
H (-2.6370, -0.5406, 0.9907)  -0.318
H (-4.8258, -0.9234, 1.0714)  0.195
H (-5.5154, -1.4108, -0.4439)  0.310
C (-2.7025, -0.3146, 3.5908)  0.412
O (-3.4469, -0.1351, 2.5885)  -0.594
N (-3.1494, -0.3982, 4.8908)  -0.499
N (-1.4065, -0.4660, 3.2914)  0.022
H (-4.1187, -0.6417, 4.9287)  0.308
H (-2.5616, -0.9613, 5.4597)  0.206
H (-1.1511, 0.1174, 2.4960)  -0.537
H (-0.7182, -0.3019, 4.0126)  0.171
C (-2.7583, 1.4634, -2.5141)  0.226
O (-1.9682, 2.4060, -2.3729)  -0.502
N (-4.0502, 1.5937, -2.0794)  -0.306
N (-2.4309, 0.4182, -3.2881)  -0.411
H (-4.3203, 2.3511, -1.4634)  0.212
H (-4.5830, 0.7200, -2.1399)  0.263
H (-1.4557, 0.3805, -3.3393)  0.282
H (-2.7954, -0.5446, -3.0860)  0.286

Cartesian forces (eV/Å) of the 3 atoms listed first:
C 0.857 0.260 2.048
C 0.589 -0.413 1.208
O 0.017 -0.504 -0.200

Computed properties:
Molecular weight ... 796.8 g/mol
Lowest unoccupied orbital energy ... 0.2 eV
Total energy ... -80780.5979 eV
Orbital gap ... 9.65 eV
Energy above the lowest of the compared OMol25 structures with the same formula, charge and spin ... 10.2 kcal per mole
HOMO energy ... -9.5 eV

Computed, not measured: a 2-piece molecular cluster, C2H4N2O3 overall, with ωB97M-V/def2-TZVPD.

Last column: Mulliken charge in e.
Cartesian coordinates (Å):
N (1.2724, 1.3116, 0.9802)  -0.583
C (1.3575, 0.2907, 0.3139)  0.783
O (1.7924, -0.7874, 0.0333)  -0.470
H (2.0181, 1.9785, 1.0572)  0.269
N (-1.5542, 0.3107, 0.3865)  -0.489
O (-0.5095, 0.0675, -0.5680)  -0.290
C (-0.3801, -1.3494, -1.0217)  0.242
O (-0.1090, -1.6051, -2.1343)  -0.389
H (-1.0608, 0.7147, 1.1886)  0.267
H (-2.1008, 1.0627, -0.0326)  0.273
H (-0.7263, -1.9944, -0.2031)  0.387

Cartesian forces (eV/Å) of the 3 atoms listed first:
N -1.205 0.069 -0.692
C 3.274 -1.562 1.545
O -1.146 1.580 -0.351

Computed properties:
Molecular weight ... 104.1 g/mol
Lowest unoccupied orbital energy ... 0.7 eV
Structure (SMILES) ... N=C=O.NOC=O
Total energy ... -11258.7093 eV
Orbital gap ... 11.23 eV
Energy above the lowest of the compared OMol25 structures with the same formula, charge and spin ... 89.0 kcal per mole
HOMO energy ... -10.5 eV

Computed, not measured: C36H36F6N6O6S2Ti as an isolated structure, with ωB97M-V/def2-TZVPD.

Last column: Mulliken charge in e.
Cartesian coordinates (Å):
Ti (0.3979, -0.2406, 0.1744)  -1.941
C (1.0624, 2.7102, -0.2659)  0.968
C (1.2329, 2.7636, 1.2504)  -0.786
C (2.2972, 1.7953, 1.7596)  -1.378
N (1.8176, 0.4186, 1.6285)  1.809
C (1.9487, -0.4420, 2.5978)  0.551
C (2.8933, -0.2683, 3.6625)  -1.034
C (2.9278, -0.8136, 4.9103)  -0.545
C (2.0368, -1.7217, 5.5129)  -0.534
C (1.0425, -2.4051, 4.8745)  -0.987
C (0.6940, -2.4209, 3.5118)  -0.485
C (1.1466, -1.6642, 2.4472)  0.897
N (0.7562, -1.9036, 1.1611)  1.085
C (0.1888, -3.2136, 0.8432)  -1.191
C (0.6057, -3.6748, -0.5449)  -1.241
C (0.2879, -2.6442, -1.6396)  0.372
N (-0.4341, -1.4818, -1.1438)  1.209
C (-1.7585, -1.3339, -1.3051)  1.151
C (-2.5742, -2.3575, -1.7855)  -0.510
C (-3.9535, -2.4354, -1.9437)  -0.902
C (-4.9352, -1.5151, -1.6549)  -0.813
C (-4.7276, -0.2367, -1.1462)  -0.760
C (-3.5589, 0.4319, -0.8658)  -0.649
C (-2.2036, 0.0315, -0.9671)  0.652
N (-1.1915, 0.8423, -0.7013)  1.312
C (-1.4516, 2.2497, -0.4111)  -1.080
C (-0.2876, 3.1570, -0.7977)  -1.519
H (1.2591, 1.7077, -0.6690)  -1.147
H (1.8606, 3.2885, -0.7380)  0.791
H (0.2936, 2.5350, 1.7579)  -0.055
H (1.5120, 3.7781, 1.5440)  0.602
H (2.5054, 2.0170, 2.8067)  0.982
H (3.2268, 1.9329, 1.2065)  -0.090
H (3.6982, 0.4155, 3.4236)  0.492
H (3.7484, -0.4779, 5.5354)  0.388
H (2.1804, -1.9162, 6.5680)  0.382
H (0.4511, -3.0743, 5.4897)  0.374
H (-0.0918, -3.1209, 3.2651)  0.413
H (-0.8992, -3.1763, 0.9389)  0.273
H (0.5639, -3.9473, 1.5572)  0.772
H (0.1014, -4.6217, -0.7496)  0.351
H (1.6773, -3.8780, -0.5447)  0.600
H (-0.2431, -3.0958, -2.4743)  0.864
H (1.2107, -2.2656, -2.0662)  -1.578
H (-2.0578, -3.2757, -2.0266)  0.326
H (-4.3017, -3.3896, -2.3247)  0.360
H (-5.9614, -1.8171, -1.8197)  0.364
H (-5.6280, 0.3321, -0.9378)  0.384
H (-3.7075, 1.4216, -0.4616)  0.335
H (-1.7072, 2.3628, 0.6486)  0.026
H (-2.3117, 2.5867, -0.9916)  0.616
H (-0.5190, 4.1650, -0.4402)  0.440
H (-0.2343, 3.2112, -1.8864)  0.329
C (-0.5587, 3.1419, -5.2452)  -0.332
C (0.7176, 2.9009, -4.7633)  -1.043
C (0.9215, 1.8023, -3.9377)  -0.176
N (-0.0520, 0.9650, -3.5828)  0.359
C (-1.2729, 1.2053, -4.0549)  -0.113
C (-1.5788, 2.2747, -4.8847)  -0.888
H (-0.7551, 3.9857, -5.8947)  0.390
H (1.5489, 3.5430, -5.0226)  0.481
H (1.9107, 1.5755, -3.5526)  0.313
H (-2.0510, 0.5108, -3.7496)  0.405
H (-2.5916, 2.4167, -5.2384)  0.462
F (5.7366, 0.1926, -1.5312)  -0.230
C (4.6500, 0.4462, -0.8221)  0.454
F (4.1208, 1.5977, -1.2200)  -0.154
F (4.9977, 0.5596, 0.4642)  -0.208
S (3.4286, -0.9665, -0.9758)  0.885
O (2.1350, -0.2494, -1.0629)  0.140
O (3.6205, -1.7601, 0.1928)  -0.727
N (3.7848, -1.7553, -2.2515)  -0.473
S (4.0428, -1.1429, -3.7046)  0.899
O (5.2528, -1.6600, -4.2489)  -0.661
O (3.7518, 0.2592, -3.7805)  -0.542
C (2.7078, -1.9810, -4.6699)  0.660
F (2.9200, -1.7580, -5.9647)  -0.238
F (1.5140, -1.4968, -4.3368)  -0.131
F (2.7153, -3.2964, -4.4481)  -0.247
O (-2.2161, -1.3665, 1.7499)  -0.619
C (-1.8149, -0.2844, 2.1531)  -0.062
O (-0.7312, 0.3015, 1.7389)  0.428
C (-2.5834, 0.5066, 3.1732)  0.208
C (-3.9259, 0.2093, 3.3839)  -0.408
C (-4.6585, 0.9339, 4.3115)  -0.708
C (-4.0460, 1.9419, 5.0453)  -0.434
C (-2.7036, 2.2315, 4.8444)  -0.914
C (-1.9742, 1.5201, 3.9031)  0.034
H (-4.3742, -0.5938, 2.8129)  0.471
H (-5.7066, 0.7105, 4.4668)  0.409
H (-4.6157, 2.5001, 5.7776)  0.389
H (-2.2253, 3.0121, 5.4228)  0.424
H (-0.9282, 1.7420, 3.7303)  0.255

Cartesian forces (eV/Å) of the 3 atoms listed first:
Ti -0.482 0.306 0.261
C 0.028 -0.078 -0.059
C -0.002 0.038 0.013

Computed properties:
Molecular weight ... 874.7 g/mol
Lowest unoccupied orbital energy ... -0.8 eV
Total energy ... -120234.0700 eV
Orbital gap ... 7.02 eV
Energy above the lowest of the compared OMol25 structures with the same formula, charge and spin ... 18.8 kcal per mole
HOMO energy ... -7.8 eV